Density functional theory data (ωB97M-V/def2-TZVPD) for 10 unconnected molecules or ions with the total composition C31H80F30N5O4P5 in a non-equilibrium geometry.

Structure (XYZ):
```
155
Properties=species:S:1:pos:R:3:mulliken_charge:R:1
C -8.776 2.800 1.908 -0.804
N -9.430 1.711 2.800 -0.019
C -10.966 2.049 2.938 -1.039
C -9.324 0.374 2.028 -0.860
C -8.736 1.737 4.162 -0.699
C -9.498 1.079 5.305 -0.685
O -9.791 -0.247 5.159 -0.498
H -8.831 2.535 0.853 0.291
H -7.763 2.943 2.284 0.460
H -9.295 3.752 2.020 0.324
H -11.063 2.973 3.508 0.368
H -11.489 1.181 3.341 0.365
H -11.189 2.154 1.876 0.501
H -8.273 0.088 2.022 0.401
H -9.631 0.597 1.006 0.428
H -9.923 -0.427 2.463 0.315
H -8.477 2.785 4.311 0.490
H -7.755 1.302 3.970 0.510
H -10.452 1.569 5.500 0.313
H -8.991 1.207 6.261 0.501
H -9.701 -0.671 6.016 0.337
C 1.162 -0.503 0.524 -0.831
N 0.327 0.480 1.379 -0.021
C 0.629 0.371 2.875 -0.941
C 0.667 1.929 0.996 -1.027
C -1.191 0.295 1.134 -0.731
C -1.851 -1.129 1.279 -0.556
O -1.513 -1.947 0.191 -0.516
H 1.307 -1.448 1.048 0.307
H 2.187 -0.177 0.348 0.424
H 0.754 -0.539 -0.486 0.316
H -0.065 0.939 3.496 0.368
H 1.679 0.655 2.948 0.484
H 0.494 -0.656 3.214 0.412
H 1.729 2.088 1.181 0.376
H -0.088 2.545 1.485 0.447
H 0.449 1.896 -0.071 0.426
H -1.426 0.803 0.199 0.495
H -1.646 1.035 1.792 0.499
H -2.941 -1.136 1.267 0.363
H -1.519 -1.629 2.189 0.345
H -1.599 -2.817 0.588 0.360
C -2.042 3.638 -5.674 -0.977
N -2.189 2.254 -6.393 0.014
C -2.417 1.146 -5.329 -0.990
C -3.574 2.211 -7.135 -0.903
C -0.929 1.983 -7.336 -0.569
C 0.301 1.233 -6.730 -0.585
O 0.672 1.937 -5.585 -0.454
H -1.227 3.615 -4.951 0.331
H -2.918 3.794 -5.044 0.473
H -2.028 4.413 -6.441 0.377
H -2.533 0.144 -5.743 0.423
H -3.267 1.252 -4.656 0.403
H -1.547 1.008 -4.687 0.384
H -4.294 2.406 -6.340 0.402
H -3.662 1.231 -7.604 0.401
H -3.556 3.028 -7.856 0.368
H -0.678 2.884 -7.895 0.429
H -1.354 1.415 -8.163 0.397
H 1.139 1.222 -7.427 0.425
H 0.090 0.185 -6.514 0.357
H 1.297 1.408 -5.084 0.295
C 1.384 9.196 0.152 -0.906
N 2.341 8.687 -0.962 0.005
C 2.201 9.716 -2.087 -0.980
C 3.814 8.640 -0.453 -0.758
C 1.817 7.368 -1.496 -0.788
C 2.568 6.857 -2.807 -0.496
O 3.874 6.469 -2.455 -0.480
H 1.849 9.974 0.758 0.349
H 1.039 8.334 0.724 0.430
H 0.410 9.445 -0.271 0.398
H 1.231 9.872 -2.559 0.329
H 2.873 9.457 -2.905 0.400
H 2.432 10.669 -1.611 0.433
H 4.495 8.662 -1.304 0.342
H 3.965 7.708 0.092 0.390
H 4.078 9.421 0.260 0.310
H 0.760 7.463 -1.745 0.472
H 1.884 6.662 -0.668 0.502
H 2.532 7.630 -3.574 0.306
H 2.042 6.002 -3.233 0.429
H 4.195 5.908 -3.165 0.313
C 4.609 -9.858 3.071 -1.152
C 3.928 -9.752 1.689 -0.675
C 4.718 -9.223 0.444 -0.721
C 5.283 -7.768 0.590 -0.701
N 6.038 -7.095 -0.632 0.096
C 7.311 -7.904 -0.949 -0.656
C 8.338 -7.457 0.131 -0.687
C 7.935 -6.080 0.649 -0.781
C 6.644 -5.711 -0.199 -0.657
C 5.188 -6.948 -1.907 -0.443
C 4.213 -5.791 -1.763 -0.110
C 3.097 -5.572 -2.810 -1.538
H 4.738 -8.946 3.654 0.306
H 5.636 -10.181 2.903 0.297
H 4.044 -10.465 3.779 0.360
H 3.076 -9.076 1.766 0.353
H 3.554 -10.719 1.355 0.391
H 4.131 -9.426 -0.453 0.352
H 5.560 -9.900 0.302 0.355
H 6.012 -7.592 1.381 0.504
H 4.504 -7.057 0.864 0.454
H 7.619 -7.633 -1.958 0.504
H 6.920 -8.921 -0.934 0.509
H 9.301 -7.420 -0.377 0.406
H 8.426 -8.232 0.892 0.281
H 8.748 -5.364 0.535 0.391
H 7.542 -6.139 1.664 0.333
H 6.775 -5.126 -1.109 0.479
H 5.833 -5.303 0.404 0.420
H 4.593 -7.847 -2.065 0.308
H 5.910 -6.725 -2.694 0.403
H 4.755 -4.846 -1.779 0.313
H 3.690 -5.926 -0.816 0.178
H 2.319 -6.330 -2.723 0.390
H 3.388 -5.535 -3.860 0.376
H 2.593 -4.621 -2.635 0.363
P -3.439 -0.820 7.175 1.176
F -2.557 0.293 7.885 -0.333
F -2.055 -1.537 6.653 -0.375
F -3.394 -1.727 8.507 -0.363
F -4.390 -1.960 6.494 -0.353
F -4.792 -0.057 7.650 -0.381
F -3.486 0.038 5.798 -0.372
P 5.969 0.192 -4.224 1.164
F 5.263 0.141 -5.661 -0.349
F 6.435 -1.381 -4.349 -0.364
F 7.369 0.565 -4.964 -0.358
F 6.611 0.270 -2.733 -0.344
F 5.607 1.810 -4.191 -0.384
F 4.487 -0.062 -3.559 -0.364
P -4.423 -7.335 1.311 1.146
F -4.026 -8.724 0.610 -0.343
F -3.687 -6.551 0.069 -0.373
F -5.825 -7.257 0.408 -0.377
F -4.812 -5.848 1.913 -0.362
F -5.186 -8.068 2.561 -0.353
F -3.095 -7.394 2.198 -0.337
P -3.853 5.905 -0.330 1.203
F -3.040 4.768 -1.184 -0.366
F -4.140 4.719 0.754 -0.376
F -2.414 6.156 0.441 -0.379
F -4.561 6.929 0.654 -0.340
F -3.516 7.052 -1.474 -0.375
F -5.179 5.585 -1.213 -0.365
P 3.958 4.767 5.815 1.119
F 2.538 4.043 5.802 -0.329
F 3.383 5.975 6.771 -0.385
F 4.413 3.974 7.120 -0.351
F 5.347 5.547 5.923 -0.367
F 4.729 3.680 4.957 -0.340
F 3.531 5.702 4.589 -0.346
```

Values from the calculation:
LUMO level (eV): -1.28
Relative energy (zero: lowest compared OMol25 entry of this formula, charge and spin) (kcal per mole): 0.00
DFT total energy (Ha): -6507.2542
Kohn-Sham gap (eV): 7.963